# 1
Formula: C18H43Cl3ErP2
Source: the OMol25 dataset
Level of theory: the ωB97M-V functional and the def2-TZVPD basis

Geometry as ORCA input:
```
! RIJCOSX wB97M-V def2-TZVPD def2/J DEFGRID3
* xyz -1 4
Er 0.7312 0.5322 -0.3398
Cl -0.0093 2.0656 -2.1565
P -3.1864 -0.7542 1.7178
C -3.2719 -2.4552 2.5025
C -3.9766 0.2974 3.0584
C -4.5883 -0.9161 0.4980
C -1.8765 -2.8360 3.0018
H -3.4886 -3.0789 1.6248
C -4.3155 -2.6691 3.5950
H -4.0498 -2.0989 4.4931
H -4.3097 -3.7314 3.8671
H -5.3387 -2.4124 3.3128
H -1.1467 -2.7765 2.1891
H -1.9315 -3.8669 3.3671
H -1.5265 -2.2054 3.8289
H -4.2699 -1.8225 -0.0437
C -4.5736 0.2361 -0.5230
C -5.9629 -1.1422 1.1142
H -6.0926 -2.1604 1.4737
H -6.7333 -0.9596 0.3527
H -6.1740 -0.4440 1.9325
H -3.6704 0.2190 -1.1537
H -4.6315 1.2247 -0.0445
H -5.4529 0.1156 -1.1747
C -2.9620 0.4915 4.1843
H -4.8361 -0.2571 3.4678
C -4.4843 1.6376 2.5296
H -2.7443 -0.4246 4.7473
H -3.3979 1.2320 4.8738
H -2.0161 0.9002 3.7976
H -3.7172 2.1841 1.9642
H -4.7375 2.2344 3.4168
H -5.3829 1.5452 1.9106
Cl -1.0109 1.6002 1.1014
H 0.4299 -0.4693 1.5616
P 3.0704 0.4161 -1.8570
C 3.2520 -0.2009 -3.6246
C 3.9863 2.0302 -2.0102
C 4.4084 -0.6452 -1.0301
C 1.9761 0.0263 -4.4330
H 3.4167 -1.2806 -3.4499
C 4.4627 0.3144 -4.4340
H 4.3697 1.3798 -4.7167
H 4.4586 -0.2455 -5.3764
H 5.4541 0.1286 -3.9887
H 1.1665 -0.6063 -4.0639
H 2.1926 -0.2527 -5.4600
H 1.6458 1.0887 -4.3994
H 4.0830 -1.6516 -1.3298
C 4.3188 -0.5337 0.5142
C 5.8567 -0.4632 -1.5019
H 6.0491 -0.9795 -2.4366
H 6.5131 -0.9268 -0.7569
H 6.1889 0.5794 -1.5858
H 3.3067 -0.7441 0.9201
H 4.6464 0.4525 0.8740
H 5.0069 -1.2969 0.9279
C 3.1747 3.0976 -2.7618
H 4.8897 1.7683 -2.6095
C 4.4414 2.6170 -0.6630
H 3.0043 2.8414 -3.8161
H 3.7627 4.0339 -2.8002
H 2.1843 3.2632 -2.2779
H 3.6365 2.6098 0.1000
H 4.7899 3.6544 -0.8222
H 5.3237 2.1079 -0.2526
Cl -0.3316 -1.6176 -0.9271
*
```

Properties
- HOMO (alpha / beta): -3.23 / -3.25 eV
- Lowest unoccupied orbital energy (alpha / beta): 0.0875 / 0.0875 hartree
- Orbital gap (alpha / beta): 0.206 / 0.207 Eh

Charges computed using Mulliken, reported in e: atom 1 (Er): 0.04, atom 2 (Cl): -0.53, atom 3 (P): 0.66, atom 4 (C): 0.40, atom 5 (C): 0.73, atom 6 (C): 0.49, atom 7 (C): -1.37, atom 8 (H): 0.37, atom 9 (C): -1.54, atom 10 (H): 0.21, atom 11 (H): 0.46, atom 12 (H): 0.29, atom 13 (H): 0.24, atom 14 (H): 0.47, atom 15 (H): 0.23, atom 16 (H): 0.43, atom 17 (C): -1.49, atom 18 (C): -1.60, atom 19 (H): 0.22, atom 20 (H): 0.49, atom 21 (H): 0.28, atom 22 (H): 0.28, atom 23 (H): 0.22, atom 24 (H): 0.49, atom 25 (C): -1.52, atom 26 (H): 0.34, atom 27 (C): -1.72, atom 28 (H): 0.30, atom 29 (H): 0.46, atom 30 (H): 0.19, atom 31 (H): 0.17, atom 32 (H): 0.49, atom 33 (H): 0.35, atom 34 (Cl): -0.49, atom 35 (H): -0.15, atom 36 (P): 0.64, atom 37 (C): 0.64, atom 38 (C): 0.82, atom 39 (C): 0.64, atom 40 (C): -1.43, atom 41 (H): 0.37, atom 42 (C): -1.61, atom 43 (H): 0.24, atom 44 (H): 0.50, atom 45 (H): 0.27, atom 46 (H): 0.31, atom 47 (H): 0.47, atom 48 (H): 0.25, atom 49 (H): 0.41, atom 50 (C): -1.44, atom 51 (C): -1.62, atom 52 (H): 0.26, atom 53 (H): 0.51, atom 54 (H): 0.27, atom 55 (H): 0.36, atom 56 (H): 0.18, atom 57 (H): 0.46, atom 58 (C): -1.41, atom 59 (H): 0.33, atom 60 (C): -1.64, atom 61 (H): 0.24, atom 62 (H): 0.46, atom 63 (H): 0.17, atom 64 (H): 0.28, atom 65 (H): 0.46, atom 66 (H): 0.30, atom 67 (Cl): -0.57

=====

# 2
Formula: C18H43ILiN3OS2SbSi3
Source: the OMol25 dataset
Level of theory: the ωB97M-V functional and the def2-TZVPD basis

Geometry as ORCA input:
```
! RIJCOSX wB97M-V def2-TZVPD def2/J DEFGRID3
* xyz 1 1
Li -0.7607 0.0677 0.1913
I 1.4033 -0.0675 -2.2097
C -0.3677 0.9729 -2.5841
C -0.6805 1.3792 -3.8719
C -1.8700 2.0631 -4.0581
C -2.6881 2.3123 -2.9651
C -2.2825 1.8605 -1.7248
N -1.1379 1.1953 -1.5277
H -0.0151 1.1636 -4.6947
H -2.1536 2.3977 -5.0471
H -3.6224 2.8446 -3.0704
H -2.8916 2.0317 -0.8452
N -1.4456 1.5518 4.8313
C -2.3887 0.6247 4.2043
C -1.7957 0.0054 2.9484
N -1.6964 0.9255 1.8011
H -1.7642 1.8240 5.7535
H -1.3564 2.4094 4.2982
H 0.5724 0.6968 4.8190
H -3.3505 1.0945 3.9560
H -2.6041 -0.1749 4.9154
H -2.3936 -0.8506 2.6365
H -0.7879 -0.3583 3.1575
H -1.1311 1.7306 2.0596
H -2.6260 1.2734 1.5826
C 4.4820 0.2104 2.2411
O 3.6970 0.0735 3.4385
C 2.4297 0.4297 3.4406
S 1.7983 0.1610 5.0431
S 1.6096 1.0048 2.1282
H 5.5116 0.1159 2.5689
H 4.3002 1.1761 1.7780
H 4.2234 -0.5897 1.5494
C 0.0901 -4.6395 1.8910
Si -1.7414 -4.3118 1.7018
C -2.6353 -5.8758 1.2093
C -2.4446 -3.6507 3.3088
Sb -1.9652 -2.4783 -0.0752
Si -4.4925 -2.0938 -0.2077
C -4.8432 -1.2992 -1.8719
C -5.5129 -3.6485 -0.0176
C -4.9859 -0.8939 1.1543
Si -1.4964 -3.7205 -2.2673
C -1.7387 -2.4687 -3.6413
C 0.2945 -4.2555 -2.1968
C -2.5938 -5.2059 -2.5630
H 0.2705 -5.2883 2.7521
H 0.6471 -3.7134 2.0456
H 0.4992 -5.1364 1.0097
H -2.4982 -6.6281 1.9911
H -2.2435 -6.2875 0.2789
H -3.7064 -5.7166 1.0812
H -2.5057 -4.4618 4.0391
H -3.4512 -3.2448 3.1847
H -1.8061 -2.8718 3.7301
H -4.9224 -2.0535 -2.6573
H -4.0624 -0.5942 -2.1649
H -5.7939 -0.7604 -1.8366
H -5.2116 -4.4363 -0.7085
H -6.5617 -3.4099 -0.2151
H -5.4518 -4.0465 0.9970
H -4.7226 0.1340 0.8907
H -4.5359 -1.1280 2.1201
H -6.0710 -0.9275 1.2836
H -1.2292 -1.5301 -3.4174
H -2.7940 -2.2482 -3.8082
H -1.3263 -2.8611 -4.5749
H 0.9559 -3.4096 -2.0039
H 0.5846 -4.7012 -3.1522
H 0.4622 -5.0017 -1.4183
H -3.6407 -5.0144 -2.3263
H -2.2668 -6.0664 -1.9782
H -2.5375 -5.4840 -3.6190
*
```

Properties
- HOMO: -10.68 eV
- Lowest unoccupied orbital energy: -0.0855 hartree
- Relative energy (zero: lowest compared OMol25 entry of this formula, charge and spin): 7.1 kJ/mol
- Orbital gap: 0.307 Eh

Charges computed using Mulliken, reported in e: atom 1 (Li): 0.48, atom 2 (I): 0.13, atom 3 (C): 0.08, atom 4 (C): -0.51, atom 5 (C): -0.30, atom 6 (C): -0.80, atom 7 (C): -0.13, atom 8 (N): -0.14, atom 9 (H): 0.45, atom 10 (H): 0.43, atom 11 (H): 0.45, atom 12 (H): 0.33, atom 13 (N): -0.43, atom 14 (C): -0.94, atom 15 (C): 0.40, atom 16 (N): -0.15, atom 17 (H): 0.24, atom 18 (H): 0.17, atom 19 (H): 0.15, atom 20 (H): 0.33, atom 21 (H): 0.41, atom 22 (H): -0.39, atom 23 (H): -0.03, atom 24 (H): 0.22, atom 25 (H): 0.21, atom 26 (C): -0.70, atom 27 (O): -0.32, atom 28 (C): 0.47, atom 29 (S): -0.17, atom 30 (S): -0.30, atom 31 (H): 0.24, atom 32 (H): 0.36, atom 33 (H): 0.31, atom 34 (C): -1.08, atom 35 (Si): 0.44, atom 36 (C): -0.90, atom 37 (C): -1.01, atom 38 (Sb): -0.35, atom 39 (Si): 0.57, atom 40 (C): -0.99, atom 41 (C): -1.02, atom 42 (C): -0.98, atom 43 (Si): 0.40, atom 44 (C): -0.53, atom 45 (C): -0.96, atom 46 (C): -1.02, atom 47 (H): 0.40, atom 48 (H): 0.30, atom 49 (H): 0.27, atom 50 (H): 0.41, atom 51 (H): 0.22, atom 52 (H): 0.24, atom 53 (H): 0.49, atom 54 (H): 0.27, atom 55 (H): 0.20, atom 56 (H): 0.31, atom 57 (H): 0.16, atom 58 (H): 0.42, atom 59 (H): 0.28, atom 60 (H): 0.39, atom 61 (H): 0.28, atom 62 (H): 0.23, atom 63 (H): 0.19, atom 64 (H): 0.46, atom 65 (H): -0.15, atom 66 (H): 0.30, atom 67 (H): 0.43, atom 68 (H): 0.18, atom 69 (H): 0.39, atom 70 (H): 0.26, atom 71 (H): 0.21, atom 72 (H): 0.33, atom 73 (H): 0.42

=====

# 3
Formula: C18H43N5O6PS
Source: the OMol25 dataset
Level of theory: the ωB97M-V functional and the def2-TZVPD basis

Geometry as ORCA input:
```
! RIJCOSX wB97M-V def2-TZVPD def2/J DEFGRID3
* xyz 1 1
C -2.0697 2.2791 1.0200
C -1.2102 3.6480 1.1060
O 0.1121 3.2884 1.5565
C 1.1239 3.5315 0.5662
C 1.6503 2.1761 -0.1454
O 0.6189 1.5434 -0.9542
C 0.1697 2.4201 -1.9959
N -0.1873 1.7189 -3.2525
O 0.7886 0.8742 -3.6920
C -1.5091 1.0923 -3.1917
N -2.7442 1.7205 -3.6931
P -2.6601 3.4870 -3.6363
S -3.6100 4.1749 -2.0552
N -1.6675 -0.1322 -2.7039
C -2.9916 -0.8391 -2.6569
C -3.7332 -0.3212 -1.3024
C -3.0933 -1.0756 -0.0537
C -3.8910 -0.8579 1.3238
N -5.1888 -1.5809 1.3928
C -6.2891 -0.8495 0.7875
C -6.4672 0.7235 0.7711
O -7.2056 -1.5331 0.2659
H -3.1743 2.5180 0.9236
H -1.7093 1.6376 0.1397
H -1.8548 1.7167 1.9949
H -1.7573 4.3231 1.8556
H -1.2455 4.1915 0.1108
H 2.0408 3.9261 1.1369
H 0.8662 4.3425 -0.1892
H 2.0430 1.4923 0.6780
H 2.5573 2.5024 -0.7742
H -0.7567 2.9682 -1.6034
H 1.0211 3.1446 -2.2457
H 0.9652 0.1456 -3.0563
H -2.9195 1.4172 -4.6734
H -1.3315 4.0077 -3.6007
H -3.2926 4.0805 -4.7944
H -0.8673 -0.6806 -2.3443
H -2.8613 -1.9671 -2.5317
H -3.6188 -0.6916 -3.5857
H -4.8368 -0.5291 -1.4722
H -3.5596 0.8103 -1.2922
H -1.9985 -0.7440 0.0641
H -3.0431 -2.1930 -0.2945
H -3.9626 0.2470 1.6177
H -3.2217 -1.3244 2.1336
H -5.0800 -2.4397 0.8265
H -6.4289 1.1889 1.8168
H -7.4756 1.0134 0.3239
H -5.6463 1.1721 0.1199
C 4.9623 0.0003 2.7474
O 5.3145 -0.5068 1.4679
C 6.4591 -1.3627 1.4929
C 6.0582 -2.8105 1.2139
N 5.3103 -3.3809 2.3344
C 4.6686 -4.6618 2.0274
C 3.5927 -4.6703 0.9328
O 2.4062 -3.9594 1.2795
C 2.4661 -2.5647 1.0376
H 4.2042 0.7726 2.6044
H 4.5293 -0.7880 3.3704
H 5.8233 0.4445 3.2501
H 7.0201 -1.2745 2.4289
H 7.1163 -1.0265 0.6850
H 6.9592 -3.4071 1.0436
H 5.4627 -2.8152 0.2947
H 4.5882 -2.7279 2.6161
H 4.2040 -5.0066 2.9562
H 5.4435 -5.3928 1.7748
H 3.2810 -5.7105 0.7964
H 3.9748 -4.3437 -0.0404
H 3.0864 -2.3161 0.1724
H 2.8226 -2.0443 1.9282
H 1.4493 -2.2115 0.8445
*
```

Properties
- HOMO: -10.44 eV
- Lowest unoccupied orbital energy: -0.1764 hartree
- Relative energy (zero: lowest compared OMol25 entry of this formula, charge and spin): 509.2 kJ/mol
- Orbital gap: 0.207 Eh

Charges computed using Mulliken, reported in e: atom 1 (C): -0.24, atom 2 (C): -0.49, atom 3 (O): -0.36, atom 4 (C): -0.50, atom 5 (C): -0.39, atom 6 (O): -0.42, atom 7 (C): -0.04, atom 8 (N): 0.27, atom 9 (O): -0.44, atom 10 (C): -0.11, atom 11 (N): -0.21, atom 12 (P): 0.19, atom 13 (S): -0.32, atom 14 (N): 0.07, atom 15 (C): -1.20, atom 16 (C): 0.34, atom 17 (C): -0.40, atom 18 (C): -0.67, atom 19 (N): -0.18, atom 20 (C): 0.51, atom 21 (C): -0.66, atom 22 (O): -0.60, atom 23 (H): 0.25, atom 24 (H): -0.24, atom 25 (H): 0.34, atom 26 (H): 0.36, atom 27 (H): 0.23, atom 28 (H): 0.39, atom 29 (H): 0.31, atom 30 (H): 0.17, atom 31 (H): 0.37, atom 32 (H): -0.25, atom 33 (H): 0.56, atom 34 (H): 0.35, atom 35 (H): 0.40, atom 36 (H): 0.14, atom 37 (H): 0.15, atom 38 (H): 0.36, atom 39 (H): 0.47, atom 40 (H): 0.31, atom 41 (H): 0.40, atom 42 (H): -0.11, atom 43 (H): 0.07, atom 44 (H): 0.40, atom 45 (H): 0.14, atom 46 (H): 0.26, atom 47 (H): 0.34, atom 48 (H): 0.30, atom 49 (H): 0.29, atom 50 (H): 0.06, atom 51 (C): -0.70, atom 52 (O): -0.27, atom 53 (C): -0.83, atom 54 (C): -0.16, atom 55 (N): -0.33, atom 56 (C): -0.69, atom 57 (C): -0.47, atom 58 (O): -0.44, atom 59 (C): -0.37, atom 60 (H): 0.16, atom 61 (H): 0.32, atom 62 (H): 0.36, atom 63 (H): 0.39, atom 64 (H): 0.38, atom 65 (H): 0.41, atom 66 (H): 0.14, atom 67 (H): 0.06, atom 68 (H): 0.37, atom 69 (H): 0.40, atom 70 (H): 0.34, atom 71 (H): 0.34, atom 72 (H): 0.26, atom 73 (H): 0.16, atom 74 (H): 0.17